Computed, not measured: the molecule CHOP3 in a non-equilibrium geometry, with ωB97M-V/def2-TZVPD.

The multiplicity is 1. Its SMILES is O=PP1#P=C1. The value obtained for the molecular weight is 121.94 g mol⁻¹. The largest force on an atom comes out at 4.95 eV/A. For the relative energy (zero: lowest compared OMol25 entry of this formula, charge and spin), the calculation gives 61.8 kcal/mol. As for the charge: 0. The calculation puts the HOMO-LUMO gap (alpha / beta) at 6.10 / 6.10 eV. The calculation puts the energy at -30963.553 eV.

Positions of all 6 atoms, in Å:
C -0.8771 0.2563 0.6536
O 2.0689 0.4490 -0.6117
P -1.6430 0.9955 -0.7716
P -0.3754 -1.1804 -0.0396
P 1.7119 -0.9113 -0.9905
H -0.8853 0.3909 1.7599


Computed, not measured: a cluster of 2 separate species, CHOS in total in a non-equilibrium geometry, with ωB97M-V/def2-TZVPD.

The multiplicity is 1. The value obtained for the molecular weight is 61.09 g mol⁻¹. The largest force on an atom comes out at 6.95 eV/A. For the relative energy (zero: lowest compared OMol25 entry of this formula, charge and spin), the calculation gives 35.4 kcal/mol. As for the charge: -1. The calculation puts the HOMO-LUMO gap at 6.45 eV. The calculation puts the energy at -13935.376 eV.

Positions of all 4 atoms, in Å:
C -2.0820 0.5269 0.2282
O -1.2705 -0.2763 -0.0394
S 1.1418 -0.3793 -0.0617
H 1.2015 -1.3914 0.8533


Computed, not measured: a cluster of 2 separate species, CHPS3 in total in a non-equilibrium geometry, with ωB97M-V/def2-TZVPD.

The multiplicity is 1. The value obtained for the molecular weight is 140.19 g mol⁻¹. The largest force on an atom comes out at 2.56 eV/A. For the relative energy (zero: lowest compared OMol25 entry of this formula, charge and spin), the calculation gives 54.5 kcal/mol. As for the charge: 0. The calculation puts the HOMO-LUMO gap (alpha / beta) at 6.49 / 5.95 eV. The calculation puts the energy at -42844.554 eV.

Positions of all 6 atoms, in Å:
C 0.4525 -0.0469 -0.1857
P -2.4366 -1.2476 -0.1102
S 0.0950 1.5290 -0.2899
S -2.7028 0.6607 0.0789
S 1.8553 -0.9014 0.1567
H 2.7366 0.0062 0.3502


Computed, not measured: a structure of composition CHPS3 in a non-equilibrium geometry, with ωB97M-V/def2-TZVPD.

The multiplicity is 1. The value obtained for the molecular weight is 140.19 g mol⁻¹. The largest force on an atom comes out at 2.58 eV/A. For the relative energy (zero: lowest compared OMol25 entry of this formula, charge and spin), the calculation gives 21.5 kcal/mol. As for the charge: 0. The calculation puts the HOMO-LUMO gap at 7.34 eV. The calculation puts the energy at -42845.983 eV.

Positions of all 6 atoms, in Å:
C -0.3054 -0.4908 0.5330
P 1.8319 -0.2575 0.5691
S -0.0924 -1.7943 -0.4832
S 2.0612 1.1600 -0.7241
S -1.5095 0.7412 0.6705
H -1.9859 0.6414 -0.5654


Computed, not measured: a structure of composition CI3NO in a non-equilibrium geometry, with ωB97M-V/def2-TZVPD.

The multiplicity is 1. The value obtained for the molecular weight is 422.73 g mol⁻¹. The largest force on an atom comes out at 3.44 eV/A. For the relative energy (zero: lowest compared OMol25 entry of this formula, charge and spin), the calculation gives 42.6 kcal/mol. As for the charge: 0. The calculation puts the HOMO-LUMO gap at 6.92 eV. The calculation puts the energy at -28871.163 eV.

Positions of all 6 atoms, in Å:
C -0.7043 0.0082 -0.0640
N 1.5132 0.4594 -0.5962
O 1.9391 -0.5589 -0.2543
I -0.2505 -1.9474 0.5552
I -2.6763 0.4315 -0.7917
I 0.1788 1.6072 1.1509


Computed, not measured: the molecule CIN in a non-equilibrium geometry, with ωB97M-V/def2-TZVPD.

The multiplicity is 1. The value obtained for the molecular weight is 152.92 g mol⁻¹. The largest force on an atom comes out at 1.79 eV/A. For the relative energy (zero: lowest compared OMol25 entry of this formula, charge and spin), the calculation gives 219.1 kcal/mol. As for the charge: 0. The calculation puts the HOMO-LUMO gap (alpha / beta) at 7.49 / 6.54 eV. The calculation puts the energy at -10617.220 eV.

Positions of all 3 atoms, in Å:
C -0.6657 1.4982 -0.0007
N -0.0681 -1.5870 -0.0005
I 0.7338 0.0888 0.0011


Computed, not measured: a cluster of 2 separate species, CIN3S in total in a non-equilibrium geometry, with ωB97M-V/def2-TZVPD.

The multiplicity is 1. Its SMILES is N#[N+][S-].N#CI. The value obtained for the molecular weight is 213.00 g mol⁻¹. The largest force on an atom comes out at 4.57 eV/A. For the relative energy (zero: lowest compared OMol25 entry of this formula, charge and spin), the calculation gives 2.8 kcal/mol. As for the charge: 0. The calculation puts the HOMO-LUMO gap at 9.53 eV. The calculation puts the energy at -24441.096 eV.

Positions of all 6 atoms, in Å:
C 1.2128 -0.8617 -0.4326
N 0.3645 -1.5466 -0.7735
N -2.3321 0.5236 -0.5504
N -1.5308 0.7448 0.1966
S -0.5776 1.0834 1.2930
I 2.8632 0.0564 0.2668


Computed, not measured: a cluster of 2 separate species, CN2O2 in total in a non-equilibrium geometry, with ωB97M-V/def2-TZVPD.

The multiplicity is 1. Its SMILES is O=C=O.N#N. The value obtained for the molecular weight is 72.02 g mol⁻¹. The largest force on an atom comes out at 1.81 eV/A. For the relative energy (zero: lowest compared OMol25 entry of this formula, charge and spin), the calculation gives 1.2 kcal/mol. As for the charge: 0. The calculation puts the HOMO-LUMO gap at 13.74 eV. The calculation puts the energy at -8113.732 eV.

Positions of all 5 atoms, in Å:
C -1.2524 -0.1685 0.0122
N 1.6621 0.7121 0.2043
N 2.0874 -0.2080 -0.2197
O -1.9168 0.7559 -0.0879
O -0.5803 -1.0916 0.0911


Computed, not measured: the molecule CN2O2S in a non-equilibrium geometry, with ωB97M-V/def2-TZVPD.

The multiplicity is 1. Its SMILES is N#CN=S(=O)=O. The value obtained for the molecular weight is 104.09 g mol⁻¹. The largest force on an atom comes out at 7.91 eV/A. For the relative energy (zero: lowest compared OMol25 entry of this formula, charge and spin), the calculation gives 112.0 kcal/mol. As for the charge: 0. The calculation puts the HOMO-LUMO gap at 10.87 eV. The calculation puts the energy at -18942.364 eV.

Positions of all 6 atoms, in Å:
C 1.5384 -0.1920 -0.1176
N 2.5424 0.2872 0.0840
N -0.0196 -1.0711 -0.2690
O -2.4645 -0.3189 0.0665
O -0.5241 1.3033 0.2003
S -1.0725 -0.0084 0.0358


Computed, not measured: a cluster of 2 separate species, CN2O3S in total in a non-equilibrium geometry, with ωB97M-V/def2-TZVPD.

The multiplicity is 1. The value obtained for the molecular weight is 120.09 g mol⁻¹. The largest force on an atom comes out at 4.59 eV/A. For the relative energy (zero: lowest compared OMol25 entry of this formula, charge and spin), the calculation gives 13.6 kcal/mol. As for the charge: 0. The calculation puts the HOMO-LUMO gap (alpha / beta) at 8.17 / 8.17 eV. The calculation puts the energy at -20989.894 eV.

Positions of all 7 atoms, in Å:
C -2.2256 0.3365 0.0446
N -3.1667 0.3138 0.7221
N -1.2077 0.6948 -0.6321
O 2.5813 0.6163 1.1699
O -0.5315 0.0833 -1.3779
O 3.7097 -1.3554 0.4848
S 3.0574 -0.1506 0.0507